1.
ORCA calculation (wB97M-V/def2-TZVPD) on a structure of composition C20H42NP3PbS.

Structure (ORCA input):
```
! wB97M-V def2-TZVPD RIJCOSX def2/J DEFGRID3
* xyz 4 1
P 2.19 2.10 -1.98
H 1.00 0.02 4.11
H 3.66 2.60 -0.13
H 2.16 -4.67 -3.03
H -3.55 -0.39 -0.37
H -2.92 3.06 1.08
H -3.25 3.31 -1.56
C 2.99 3.21 -0.76
C 1.07 -0.88 -7.58
H -1.81 1.89 1.86
H 1.50 -1.69 -3.76
C 0.85 1.29 2.47
H 2.81 2.52 3.94
H -0.95 -4.95 -2.98
H -3.25 1.30 0.96
H 3.30 0.78 3.91
H 1.29 4.09 -3.06
H -0.48 -1.01 0.33
C 0.58 -0.36 -5.26
H 4.30 0.93 -1.76
H -4.03 -2.01 0.13
H 3.57 3.98 -1.26
H -1.41 4.44 -0.20
C 0.39 -0.12 -6.64
C 1.91 3.25 -3.39
H -2.10 -0.34 2.36
H 3.33 0.27 -3.13
H 0.11 3.67 0.34
C 1.15 1.08 3.88
H 0.92 -0.68 -8.64
H -2.27 -4.10 0.26
C -1.34 -3.52 0.19
H -3.50 1.54 -1.78
C -3.23 -1.44 -0.38
H 2.74 -2.99 -5.45
H 0.13 -4.55 -4.44
H -0.88 -3.68 -0.80
H -2.30 2.42 -2.81
H 0.41 1.62 4.48
C 2.58 1.51 4.31
H 2.88 3.64 -3.74
H 1.10 -5.02 -1.55
H -2.89 -1.95 2.55
C -2.46 2.06 0.99
H 2.70 1.50 5.40
C 0.06 -4.76 -3.37
C 1.40 -1.43 -4.83
C -1.99 -1.43 2.22
P -1.46 2.06 -0.54
H 4.23 1.83 -3.31
C 3.66 1.19 -2.61
N 0.65 1.43 1.34
C 1.92 -1.91 -7.18
H 2.21 3.68 -0.14
P -1.70 -1.80 0.48
H -0.64 -3.88 0.95
H -0.29 0.70 -6.92
S -0.17 0.80 -4.24
C -2.76 2.36 -1.81
H 2.43 -2.51 -7.94
H -3.23 -1.77 -1.43
C -0.65 3.69 -0.45
H -1.12 -1.75 2.81
Pb 0.01 -0.01 -1.74
H -0.18 3.96 -1.41
C 1.16 -4.83 -2.62
C 2.09 -2.18 -5.81
H 1.40 2.72 -4.21
*
```

Properties
Orbital gap (alpha / beta) (eV): 3.66 / 3.75
HOMO level (alpha / beta) (eV): -19.708 / -19.715

---

2.
ORCA calculation (wB97M-V/def2-TZVPD) on a cluster of 2 separate species, C4H12N2O in total.

Structure (ORCA input):
```
! wB97M-V def2-TZVPD RIJCOSX def2/J DEFGRID3
* xyz 0 1
H -2.46 0.90 -0.07
H 1.71 1.77 -1.12
O -1.90 -1.06 -0.92
H 0.06 2.00 -0.55
C 2.03 -0.86 -0.17
H -0.15 -0.99 0.23
N -2.04 0.84 0.85
C 0.99 0.19 0.24
H -2.35 -1.88 -1.14
H 1.71 -1.41 -1.06
H 3.00 -0.40 -0.42
H 2.21 -1.59 0.63
N -1.30 -1.38 0.37
H -1.95 1.68 1.40
C -1.26 -0.20 1.09
H 0.40 0.78 -1.76
H 1.32 0.67 1.17
H -0.79 -0.29 2.06
C 0.78 1.24 -0.84
*
```

Properties
Orbital gap (eV): 6.99
Energy above the lowest of the compared OMol25 structures with the same formula, charge and spin (kcal/mol): 143.25
HOMO level (eV): -6.335

---

3.
ORCA calculation (wB97M-V/def2-TZVPD) on a structure of composition C46H52BF2Ge2N7OS3Sr.

Structure (ORCA input):
```
! wB97M-V def2-TZVPD RIJCOSX def2/J DEFGRID3
* xyz -1 2
H -2.16 3.29 -1.67
H -2.75 -0.58 3.39
H -6.12 -0.13 -4.15
C 4.78 -0.16 -3.97
C 1.81 4.59 -0.27
H -5.18 -1.11 -2.04
C -1.07 1.13 4.55
C -4.79 -1.41 -3.02
H -3.98 -4.37 -2.52
C -4.87 2.13 -0.65
N 4.62 -1.03 0.66
C 4.60 -1.74 -0.60
H 2.11 3.26 -4.28
H 4.05 -1.51 4.74
S 1.33 1.37 2.50
H -1.92 0.65 5.02
H -6.61 3.39 -0.73
H -3.61 4.49 2.13
S 2.55 -2.47 1.65
H -1.88 -2.68 -3.98
H -3.53 -2.94 -4.54
H -3.48 -4.19 5.54
C -0.59 -5.84 1.75
H -4.66 -0.61 -5.02
C -3.19 2.75 0.95
H -2.61 -5.00 -3.45
N -0.18 -3.73 0.77
H -0.49 -0.98 6.31
H -2.23 2.56 1.40
H 0.92 4.78 -0.86
C -2.96 -4.16 -2.85
H 6.24 0.36 0.34
O -1.69 0.61 0.16
C 3.55 5.45 1.16
C -2.14 -4.31 3.86
C 1.31 3.88 -3.88
H 0.16 -7.54 0.69
C -3.64 1.90 -0.05
C 0.59 -5.70 -0.33
H -1.30 1.32 3.50
H -4.56 0.60 -3.74
C -0.68 1.48 -4.15
H 1.75 4.65 -3.24
C 3.45 3.10 0.64
H -5.81 4.90 1.06
H 5.32 -1.28 -1.27
H 0.86 -3.68 -1.00
H 4.14 0.50 4.70
C -1.49 -3.68 2.80
H 2.00 6.66 0.28
H 2.09 -1.90 5.98
C 5.15 0.87 -3.12
H -1.96 4.24 -3.15
H 0.80 4.37 -4.71
H -1.20 2.05 -4.92
H -1.39 0.79 -3.69
C 2.42 5.66 0.38
C 2.56 -0.09 -3.05
H 6.16 1.26 -3.15
C -2.58 -1.00 -2.06
C -0.72 -4.45 1.77
H 4.86 -2.79 -0.44
C -3.97 3.83 1.35
C 0.06 -6.46 0.70
H -2.32 -4.08 -1.97
F -2.00 -5.64 4.13
H 1.11 -6.15 -1.17
H 4.54 2.24 -1.59
N 0.07 0.25 4.64
C 3.48 -0.64 -3.93
H 4.02 6.28 1.67
H -5.30 -2.33 -3.31
C 0.28 -0.69 5.62
F -4.04 -1.64 5.34
B 3.67 -0.50 4.20
C 3.79 -1.30 1.70
H 5.62 1.04 2.95
C 2.32 3.30 -0.16
H 0.11 0.89 -4.63
H 3.61 -1.70 -1.04
N -3.22 0.03 -1.48
C 5.19 0.30 2.29
H -1.12 4.72 -1.66
C -1.63 -2.28 2.65
C 4.06 4.16 1.29
C 2.92 0.95 -2.19
C -5.05 -0.32 -4.05
N 2.11 -0.48 4.38
C -1.44 3.87 -2.26
S -0.92 -1.46 -1.95
N 4.14 -0.49 2.71
C -5.20 4.06 0.75
H 4.93 3.99 1.91
C 5.50 -0.03 1.02
H 1.54 -0.48 -3.03
H 3.18 -1.45 -4.59
C -3.18 -2.31 4.52
C -5.65 3.21 -0.25
C -2.53 -1.64 3.51
C -2.90 -2.87 -3.65
C 1.54 -1.14 5.45
Sr -0.05 -0.97 0.90
C 0.44 -4.33 -0.23
N -3.37 -1.72 -2.89
H -5.20 1.46 -1.43
Ge 1.50 1.80 -1.12
C 1.19 0.36 3.87
H -0.86 2.08 5.04
H 5.50 -0.58 -4.66
C -2.99 -3.66 4.74
Ge 0.05 2.75 -2.86
C 4.23 1.42 -2.24
H -0.99 -6.44 2.55
C -2.75 0.75 -0.47
H 3.84 2.10 0.78
*
```

Properties
Orbital gap (alpha / beta) (eV): 7.03 / 6.17
Energy above the lowest of the compared OMol25 structures with the same formula, charge and spin (kcal/mol): 1.95
⟨S²⟩: 0.7547
HOMO level (alpha / beta) (eV): -4.635 / -5.034

---

no.,DFT total energy (eV)
1,-66817.7831
2,-9364.9818
3,-213516.4732